Entry 1:
The following is a quantum chemistry calculation of a cluster of 2 separate species, C5H10O2 in total, from the Open Molecules 2025 dataset.

The calculation puts the HOMO energy at -0.3498 hartree. The total energy is -9440.00524 eV. The SMILES is C=CCCC=O.O. The HOMO-LUMO gap comes out at 10.05 eV. The LUMO energy is 0.5 eV.

Element x y z (Å)
C (2.68, 1.05, -0.88)
C (1.70, 0.71, -0.05)
C (0.98, -0.57, 0.00)
C (-0.43, -0.27, 0.70)
C (-1.14, -1.50, 1.19)
O (-2.12, -1.37, 1.98)
H (3.40, 1.87, -0.73)
H (2.82, 0.37, -1.79)
H (1.43, 1.41, 0.65)
H (1.64, -1.30, 0.61)
H (0.68, -1.06, -1.03)
H (-1.15, 0.22, 0.04)
H (-0.20, 0.37, 1.55)
H (-0.87, -2.48, 0.78)
O (-1.31, 1.43, -2.06)
H (-1.15, 2.37, -2.24)
H (-1.86, 1.20, -2.91)

---

Entry 2:
The following is a quantum chemistry calculation of a cluster of 4 separate species, C15H32F2N4O7S in total, from the Open Molecules 2025 dataset.

The calculation puts the HOMO energy at -0.3391 hartree. The total energy is -52634.28827 eV. The SMILES is CC(=O)OCCCCN(F)S(=O)(=O)F.CN(C)C=O.CN(C)C=O.CN(C)C=O. The HOMO-LUMO gap comes out at 9.73 eV. The LUMO energy is 0.5 eV.

Element x y z (Å)
C (-4.10, 5.60, 2.97)
C (-3.32, 4.39, 3.40)
O (-2.83, 4.28, 4.50)
O (-3.24, 3.38, 2.47)
C (-1.98, 3.34, 1.78)
C (-1.28, 2.01, 2.07)
C (-0.16, 2.14, 3.09)
C (1.19, 2.41, 2.41)
N (2.11, 3.15, 3.30)
F (3.37, 3.05, 2.67)
S (2.36, 2.45, 4.83)
O (1.27, 2.74, 5.68)
O (3.64, 2.87, 5.27)
F (2.43, 0.91, 4.59)
H (-4.19, 6.23, 3.85)
H (-5.09, 5.32, 2.62)
H (-3.56, 6.17, 2.22)
H (-2.21, 3.39, 0.72)
H (-1.33, 4.17, 2.05)
H (-2.03, 1.36, 2.50)
H (-0.94, 1.52, 1.15)
H (-0.06, 1.21, 3.64)
H (-0.38, 2.95, 3.78)
H (1.05, 3.05, 1.54)
H (1.66, 1.51, 2.05)
C (0.05, -3.36, -0.10)
N (0.18, -1.96, -0.48)
C (0.40, -1.63, -1.87)
C (0.12, -0.97, 0.41)
O (0.22, 0.22, 0.13)
H (0.96, -3.90, -0.37)
H (-0.80, -3.81, -0.62)
H (-0.11, -3.44, 0.98)
H (1.35, -1.09, -1.98)
H (-0.40, -0.99, -2.23)
H (0.44, -2.54, -2.47)
H (-0.05, -1.32, 1.44)
C (6.33, 0.42, -3.47)
N (5.24, -0.33, -2.88)
C (4.18, 0.40, -2.20)
C (5.16, -1.67, -2.95)
O (4.27, -2.34, -2.47)
H (6.85, 0.98, -2.70)
H (5.95, 1.11, -4.22)
H (7.04, -0.27, -3.94)
H (4.11, 0.07, -1.16)
H (3.22, 0.20, -2.68)
H (4.38, 1.46, -2.23)
H (6.01, -2.12, -3.49)
C (-5.32, -4.50, -3.06)
N (-3.92, -4.47, -2.67)
C (-2.97, -3.76, -3.51)
C (-3.48, -5.08, -1.56)
O (-2.32, -5.08, -1.19)
H (-5.42, -4.97, -4.04)
H (-5.71, -3.48, -3.12)
H (-5.90, -5.06, -2.34)
H (-2.20, -4.45, -3.85)
H (-2.48, -2.97, -2.93)
H (-3.47, -3.33, -4.36)
H (-4.28, -5.58, -0.99)

---

Entry 3:
The following is a quantum chemistry calculation of a structure of composition C53H39AsBaCl5F3N7OPSSe, from the Open Molecules 2025 dataset.

The calculation puts the HOMO energy at -0.2843 hartree. The total energy is -285841.16525 eV. The HOMO-LUMO gap comes out at 6.82 eV. The LUMO energy is -0.9 eV.

Element x y z (Å)
Ba (-1.65, -0.64, -1.78)
Cl (-8.05, -2.28, 3.08)
C (-6.54, -2.07, 2.21)
C (-5.45, -1.48, 2.79)
Cl (-5.51, -0.96, 4.49)
C (-4.22, -1.43, 2.07)
Cl (-2.90, -0.64, 2.83)
C (-4.09, -1.82, 0.74)
O (-3.02, -1.66, 0.02)
C (-5.19, -2.57, 0.24)
Cl (-5.09, -3.33, -1.26)
C (-6.40, -2.61, 0.90)
Cl (-7.88, -3.14, 0.08)
Se (-4.33, -4.37, -8.99)
N (-2.76, -4.26, -8.15)
C (-2.95, -3.45, -7.13)
C (-1.88, -3.15, -6.20)
C (-0.62, -3.69, -6.32)
C (0.36, -3.47, -5.35)
C (0.00, -2.75, -4.21)
N (-1.26, -2.24, -4.00)
C (-2.16, -2.47, -4.99)
C (-3.55, -1.96, -4.78)
N (-3.73, -1.31, -3.58)
C (-4.91, -0.86, -3.29)
C (-6.00, -1.05, -4.16)
C (-5.84, -1.71, -5.34)
C (-4.55, -2.22, -5.71)
C (-4.32, -3.00, -6.93)
N (-5.16, -3.31, -7.83)
H (-0.33, -4.21, -7.21)
H (1.39, -3.76, -5.44)
H (0.76, -2.59, -3.38)
H (-5.11, -0.41, -2.32)
H (-6.98, -0.63, -3.98)
H (-6.73, -1.84, -5.97)
N (-0.44, -2.70, 1.44)
C (0.34, -3.49, 0.67)
N (1.59, -3.77, 1.17)
S (-0.15, -4.05, -0.88)
H (-0.16, -2.35, 2.35)
H (-1.40, -2.43, 1.12)
H (1.96, -3.24, 1.96)
H (2.31, -4.23, 0.70)
F (-3.95, 1.93, -3.05)
C (-2.58, 1.89, -2.81)
F (-2.31, 3.15, -2.21)
F (-2.06, 2.14, -4.13)
N (0.74, 0.35, -2.76)
C (1.20, 1.18, -3.43)
C (1.66, 2.19, -4.32)
C (0.95, 3.40, -4.51)
C (1.51, 4.32, -5.42)
C (2.73, 4.08, -6.04)
C (3.46, 2.92, -5.79)
C (2.87, 1.98, -4.97)
H (0.01, 3.58, -4.01)
H (1.03, 5.20, -5.60)
H (3.16, 4.85, -6.63)
H (4.42, 2.69, -6.30)
H (3.29, 1.01, -4.78)
C (0.19, 1.17, 2.75)
C (1.13, 1.93, 3.67)
As (0.40, 1.67, 5.55)
C (1.89, 2.50, 6.56)
C (1.74, 2.62, 7.95)
C (2.77, 3.27, 8.66)
C (3.90, 3.66, 8.02)
C (4.07, 3.56, 6.60)
C (3.04, 2.95, 5.90)
C (0.94, -0.22, 5.65)
C (2.29, -0.50, 5.83)
C (2.61, -1.84, 5.96)
C (1.63, -2.84, 5.89)
C (0.29, -2.53, 5.74)
C (-0.03, -1.18, 5.65)
P (0.57, 0.91, 0.91)
C (1.31, 2.54, 0.41)
C (0.64, 3.32, -0.51)
C (1.32, 4.44, -1.08)
C (2.63, 4.68, -0.78)
C (3.27, 3.91, 0.23)
C (2.64, 2.86, 0.82)
C (2.17, 0.03, 0.94)
C (2.85, 0.01, -0.27)
C (4.12, -0.58, -0.42)
C (4.71, -1.03, 0.69)
C (4.07, -1.11, 1.91)
C (2.79, -0.53, 2.03)
H (-0.86, 1.50, 2.82)
H (-0.04, 0.13, 3.09)
H (1.20, 2.99, 3.42)
H (2.14, 1.50, 3.63)
H (0.91, 2.15, 8.42)
H (2.77, 3.34, 9.73)
H (4.77, 4.09, 8.51)
H (4.98, 3.96, 6.11)
H (3.11, 2.80, 4.81)
H (3.05, 0.27, 6.00)
H (3.67, -2.05, 6.25)
H (2.00, -3.88, 5.98)
H (-0.52, -3.19, 5.68)
H (-1.09, -1.01, 5.51)
H (-0.38, 3.17, -0.82)
H (0.77, 5.08, -1.76)
H (3.17, 5.42, -1.34)
H (4.34, 4.06, 0.36)
H (3.21, 2.27, 1.51)
H (2.33, 0.58, -1.08)
H (4.56, -0.52, -1.42)
H (5.73, -1.52, 0.66)
H (4.48, -1.50, 2.78)
H (2.21, -0.60, 2.98)

---

Entry 4:
The following is a quantum chemistry calculation of an isolated molecule of C3H7N3O, from the Open Molecules 2025 dataset.

The calculation puts the HOMO energy at -0.3492 hartree. The total energy is -9738.94912 eV. The HOMO-LUMO gap comes out at 10.50 eV. The LUMO energy is 1.0 eV.

Element x y z (Å)
C (2.00, 0.50, -0.15)
N (0.98, -0.02, 0.74)
C (-0.29, -0.26, 0.22)
O (-0.42, -0.83, -1.09)
N (-1.27, -1.25, 0.75)
C (-1.74, -0.64, -0.51)
N (-1.43, 0.72, -0.05)
H (1.95, -0.06, -1.09)
H (2.98, 0.31, 0.30)
H (1.92, 1.57, -0.36)
H (0.94, 0.44, 1.64)
H (-1.79, -0.82, 1.53)
H (-2.63, -0.95, -1.07)
H (-1.19, 1.29, -0.87)

---

Q: Which formula does entry 4 have?
A: C3H7N3O

---

Q: What is the formula in the first record?
A: C5H10O2

---

Copy entry 1 word for word.
The following is a quantum chemistry calculation of a cluster of 2 separate species, C5H10O2 in total, from the Open Molecules 2025 dataset.

The calculation puts the HOMO energy at -0.3498 hartree. The total energy is -9440.00524 eV. The SMILES is C=CCCC=O.O. The HOMO-LUMO gap comes out at 10.05 eV. The LUMO energy is 0.5 eV.

Element x y z (Å)
C (2.68, 1.05, -0.88)
C (1.70, 0.71, -0.05)
C (0.98, -0.57, 0.00)
C (-0.43, -0.27, 0.70)
C (-1.14, -1.50, 1.19)
O (-2.12, -1.37, 1.98)
H (3.40, 1.87, -0.73)
H (2.82, 0.37, -1.79)
H (1.43, 1.41, 0.65)
H (1.64, -1.30, 0.61)
H (0.68, -1.06, -1.03)
H (-1.15, 0.22, 0.04)
H (-0.20, 0.37, 1.55)
H (-0.87, -2.48, 0.78)
O (-1.31, 1.43, -2.06)
H (-1.15, 2.37, -2.24)
H (-1.86, 1.20, -2.91)